This record from the OMol25 dataset describes 8 unconnected molecules or ions with the total composition C24H48O24 at a distorted geometry. The level of theory is ωB97M-V/def2-TZVPD.

Properties
* structure (SMILES): COC(=O)OC.COC(=O)OC.COC(=O)OC.COC(=O)OC.COC(=O)OC.COC(=O)OC.COC(=O)OC.COC(=O)OC
* E_LUMO: 0.49 eV
* E_HOMO: -10.546 eV
* gap between HOMO and LUMO: 11.0 eV

Each line ends with the Löwdin charge.
Atoms and positions in Å:
C (0.51, -5.74, -1.51)  -0.030
O (1.42, -4.98, -2.31)  -0.001
C (0.94, -3.84, -2.83)  -0.618
O (-0.19, -3.54, -3.01)  0.149
O (2.01, -3.13, -3.15)  0.018
C (1.77, -1.87, -3.76)  -0.049
H (-0.04, -6.43, -2.14)  0.099
H (-0.08, -5.11, -0.85)  0.074
H (1.15, -6.32, -0.84)  0.095
H (2.70, -1.31, -3.68)  0.096
H (1.04, -1.27, -3.22)  0.078
H (1.50, -1.95, -4.81)  0.099
C (1.57, 0.20, -0.67)  -0.034
O (0.45, -0.68, -0.63)  -0.005
C (0.31, -1.48, 0.42)  -0.593
O (1.01, -1.51, 1.39)  0.134
O (-0.74, -2.25, 0.14)  -0.001
C (-1.15, -3.27, 1.02)  -0.048
H (2.44, -0.23, -0.17)  0.102
H (1.29, 1.01, 0.00)  0.087
H (1.94, 0.56, -1.62)  0.070
H (-0.37, -4.01, 1.23)  0.098
H (-2.07, -3.69, 0.64)  0.097
H (-1.41, -2.94, 2.03)  0.094
C (3.91, 4.94, 3.51)  -0.052
O (3.95, 3.56, 3.74)  0.008
C (2.87, 2.86, 3.34)  -0.629
O (1.89, 3.38, 2.86)  0.130
O (3.07, 1.61, 3.62)  0.041
C (2.08, 0.70, 3.20)  -0.034
H (4.74, 5.54, 3.88)  0.098
H (3.03, 5.39, 4.00)  0.101
H (3.84, 5.18, 2.45)  0.081
H (2.37, -0.31, 3.50)  0.088
H (2.03, 0.66, 2.11)  0.067
H (1.07, 0.84, 3.59)  0.104
C (2.12, 4.65, -0.12)  -0.017
O (3.52, 4.56, 0.12)  0.003
C (4.05, 3.38, 0.34)  -0.640
O (3.56, 2.29, 0.14)  0.129
O (5.29, 3.57, 0.73)  0.011
C (6.11, 2.48, 1.09)  -0.033
H (1.93, 4.29, -1.14)  0.080
H (1.81, 5.68, -0.08)  0.102
H (1.58, 3.99, 0.56)  0.085
H (7.03, 2.84, 1.54)  0.098
H (6.38, 1.93, 0.18)  0.099
H (5.62, 1.76, 1.74)  0.097
C (-0.65, 0.45, -6.15)  -0.030
O (0.39, 0.43, -5.19)  -0.018
C (0.91, 1.60, -4.82)  -0.615
O (0.55, 2.68, -5.22)  0.122
O (1.95, 1.37, -4.04)  -0.019
C (2.67, 2.46, -3.44)  -0.008
H (-1.40, 1.23, -6.04)  0.097
H (-1.18, -0.50, -6.04)  0.098
H (-0.20, 0.50, -7.15)  0.101
H (3.70, 2.19, -3.65)  0.106
H (2.33, 2.55, -2.42)  0.064
H (2.54, 3.40, -3.98)  0.098
C (-7.40, -0.71, -3.41)  -0.033
O (-6.03, -1.06, -3.58)  0.009
C (-5.46, -1.64, -2.54)  -0.634
O (-5.99, -2.14, -1.59)  0.132
O (-4.14, -1.67, -2.80)  0.000
C (-3.28, -2.27, -1.85)  -0.041
H (-7.47, 0.00, -2.58)  0.080
H (-8.04, -1.57, -3.26)  0.098
H (-7.70, -0.17, -4.30)  0.094
H (-3.76, -3.21, -1.56)  0.100
H (-3.05, -1.57, -1.04)  0.083
H (-2.34, -2.60, -2.28)  0.077
C (-6.48, 1.41, -0.16)  -0.022
O (-5.29, 0.94, -0.80)  -0.004
C (-4.17, 1.60, -0.63)  -0.614
O (-4.00, 2.62, -0.01)  0.138
O (-3.21, 0.91, -1.26)  -0.016
C (-1.92, 1.50, -1.38)  -0.027
H (-6.32, 1.82, 0.83)  0.099
H (-7.13, 0.53, -0.16)  0.092
H (-6.95, 2.10, -0.86)  0.100
H (-1.97, 2.41, -1.97)  0.104
H (-1.32, 0.73, -1.86)  0.087
H (-1.48, 1.69, -0.40)  0.098
C (0.58, -2.39, 8.73)  -0.021
O (0.51, -2.40, 7.30)  -0.027
C (-0.26, -3.30, 6.71)  -0.625
O (-0.93, -4.12, 7.28)  0.142
O (-0.15, -3.25, 5.39)  0.021
C (0.35, -2.11, 4.73)  -0.060
H (-0.42, -2.33, 9.16)  0.097
H (1.15, -1.50, 8.97)  0.095
H (1.02, -3.33, 9.07)  0.100
H (0.23, -2.13, 3.65)  0.063
H (1.40, -2.02, 5.00)  0.093
H (-0.05, -1.12, 5.00)  0.099


This record from the OMol25 dataset describes a molecular structure, C24H48O24V at a distorted geometry. The level of theory is ωB97M-V/def2-TZVPD.

Properties
* total charge: +2
* E_LUMO (alpha / beta): -3.54 / -3.54 eV
* E_HOMO (alpha / beta): -12.350 / -15.129 eV
* gap between HOMO and LUMO (alpha / beta): 8.8 / 11.6 eV
* spin multiplicity: 4

Each line ends with the Löwdin charge.
Atoms and positions in Å:
V (-0.23, 0.23, 0.14)  1.024
C (-3.53, 2.91, 1.70)  0.028
O (-2.39, 3.81, 1.60)  -0.003
C (-1.18, 3.35, 1.19)  -0.504
O (-0.98, 2.16, 0.89)  0.017
O (-0.31, 4.29, 0.92)  0.024
C (-0.67, 5.69, 0.96)  -0.004
H (-4.40, 3.52, 1.96)  0.109
H (-3.29, 2.16, 2.46)  0.080
H (-3.75, 2.41, 0.76)  0.080
H (0.06, 6.23, 0.35)  0.096
H (-0.45, 6.07, 1.95)  0.106
H (-1.65, 5.94, 0.56)  0.108
C (-1.82, 0.49, 4.25)  -0.003
O (-0.63, -0.27, 4.53)  0.041
C (0.33, -0.27, 3.61)  -0.470
O (0.25, 0.18, 2.47)  0.048
O (1.52, -0.86, 4.03)  -0.049
C (2.06, -1.05, 5.31)  -0.044
H (-1.71, 1.28, 3.51)  0.074
H (-2.21, 0.94, 5.17)  0.108
H (-2.67, -0.11, 3.93)  0.095
H (2.91, -1.73, 5.26)  0.098
H (1.31, -1.50, 5.96)  0.099
H (2.35, -0.06, 5.66)  0.106
C (-0.38, -4.08, 1.92)  0.024
O (-1.72, -3.54, 2.05)  0.032
C (-2.03, -2.35, 1.58)  -0.528
O (-1.29, -1.55, 1.05)  0.060
O (-3.37, -2.06, 1.64)  -0.012
C (-4.30, -2.80, 2.46)  -0.029
H (-0.34, -5.14, 2.16)  0.106
H (0.36, -3.55, 2.53)  0.098
H (-0.02, -4.04, 0.89)  0.087
H (-4.66, -3.70, 1.97)  0.099
H (-5.16, -2.18, 2.71)  0.098
H (-3.81, -3.07, 3.40)  0.097
C (4.04, 2.53, 1.84)  -0.023
O (4.18, 2.11, 0.49)  -0.013
C (3.07, 1.68, -0.15)  -0.514
O (1.91, 1.58, 0.29)  0.059
O (3.41, 1.37, -1.41)  -0.014
C (4.72, 1.29, -1.98)  -0.010
H (3.51, 3.47, 1.99)  0.108
H (5.05, 2.67, 2.22)  0.103
H (3.69, 1.66, 2.40)  0.084
H (4.59, 0.89, -2.99)  0.096
H (5.43, 0.64, -1.48)  0.100
H (5.07, 2.33, -2.00)  0.104
C (-1.24, 1.79, -5.05)  -0.043
O (-0.94, 1.23, -3.80)  -0.022
C (-0.28, 1.93, -2.80)  -0.422
O (-0.07, 1.42, -1.69)  0.029
O (0.13, 3.17, -3.16)  0.004
C (0.72, 4.04, -2.25)  -0.012
H (-0.40, 1.66, -5.74)  0.103
H (-1.48, 2.86, -5.03)  0.102
H (-2.12, 1.27, -5.43)  0.101
H (1.50, 3.61, -1.62)  0.096
H (-0.11, 4.48, -1.69)  0.099
H (1.25, 4.78, -2.86)  0.112
C (3.78, -4.39, -0.32)  -0.030
O (2.72, -3.43, -0.16)  -0.029
C (2.86, -2.24, 0.58)  -0.485
O (2.06, -1.30, 0.61)  0.090
O (3.97, -2.25, 1.26)  0.012
C (4.32, -1.28, 2.19)  -0.030
H (4.74, -3.88, -0.32)  0.095
H (3.82, -4.91, -1.28)  0.093
H (3.73, -5.19, 0.42)  0.099
H (5.04, -0.61, 1.72)  0.102
H (4.83, -1.82, 2.99)  0.112
H (3.55, -0.61, 2.57)  0.078
C (-3.53, -1.58, -2.68)  0.024
O (-3.96, -0.26, -2.31)  0.049
C (-3.35, 0.50, -1.50)  -0.569
O (-2.31, 0.29, -0.82)  0.044
O (-4.00, 1.63, -1.39)  -0.001
C (-5.06, 2.13, -2.18)  -0.007
H (-3.25, -2.22, -1.84)  0.098
H (-2.72, -1.43, -3.39)  0.103
H (-4.29, -2.19, -3.16)  0.106
H (-5.30, 3.15, -1.87)  0.104
H (-5.95, 1.52, -2.09)  0.106
H (-4.78, 2.18, -3.24)  0.101
C (1.66, -1.48, -3.80)  0.034
O (0.95, -2.55, -3.15)  0.035
C (0.22, -2.34, -2.11)  -0.557
O (0.22, -1.35, -1.38)  0.039
O (-0.60, -3.37, -1.89)  -0.005
C (-0.68, -4.56, -2.63)  -0.034
H (1.09, -0.56, -3.91)  0.089
H (1.89, -1.74, -4.83)  0.107
H (2.56, -1.34, -3.19)  0.103
H (-1.66, -4.98, -2.42)  0.105
H (0.15, -5.21, -2.35)  0.102
H (-0.54, -4.50, -3.71)  0.100


This record from the OMol25 dataset describes 9 unconnected molecules or ions with the total composition C24H48O27S6 at a distorted geometry. The level of theory is ωB97M-V/def2-TZVPD.

Properties
* structure (SMILES): O=S1(=O)OCCO1.O=S1(=O)OCCO1.O=S1(=O)OCCO1.O=S1(=O)OCCO1.O=S1(=O)OCCO1.O=S1(=O)OCCO1.C1CCOC1.C1CCOC1.C1CCOC1
* E_LUMO: -0.49 eV
* E_HOMO: -9.289 eV
* gap between HOMO and LUMO: 8.8 eV

Each line ends with the Löwdin charge.
Atoms and positions in Å:
O (-13.66, -14.44, -11.01)  -0.250
S (-12.47, -13.74, -10.46)  0.772
O (-11.94, -12.63, -11.30)  -0.274
O (-12.76, -13.25, -8.92)  -0.214
C (-11.53, -13.17, -8.17)  -0.125
C (-10.73, -14.44, -8.65)  -0.132
O (-11.20, -14.72, -9.98)  -0.255
H (-11.07, -12.22, -8.44)  0.124
H (-11.77, -13.09, -7.11)  0.133
H (-10.87, -15.38, -8.12)  0.135
H (-9.68, -14.19, -8.77)  0.112
O (-12.79, -15.27, -17.69)  -0.252
S (-12.64, -16.03, -18.91)  0.810
O (-13.66, -15.89, -20.00)  -0.257
O (-11.01, -15.85, -19.45)  -0.203
C (-10.35, -17.06, -19.59)  -0.203
C (-10.97, -17.95, -18.48)  -0.173
O (-12.35, -17.62, -18.45)  -0.214
H (-10.59, -17.49, -20.57)  0.126
H (-9.26, -17.03, -19.50)  0.137
H (-10.52, -17.86, -17.49)  0.112
H (-10.96, -18.97, -18.88)  0.134
O (-16.56, -10.97, -14.72)  -0.259
S (-16.88, -12.39, -14.56)  0.773
O (-18.29, -12.81, -14.42)  -0.249
O (-15.94, -13.23, -15.63)  -0.212
C (-14.59, -13.16, -15.25)  -0.199
C (-14.65, -13.55, -13.78)  -0.146
O (-16.01, -13.15, -13.37)  -0.221
H (-13.92, -13.73, -15.90)  0.110
H (-14.21, -12.14, -15.28)  0.126
H (-13.84, -13.10, -13.21)  0.102
H (-14.60, -14.63, -13.64)  0.117
O (-6.71, -13.91, -14.92)  -0.252
S (-5.32, -14.21, -14.59)  0.750
O (-4.34, -14.11, -15.70)  -0.246
O (-4.80, -13.45, -13.22)  -0.204
C (-4.55, -14.30, -12.12)  -0.164
C (-5.44, -15.51, -12.47)  -0.188
O (-5.22, -15.70, -13.85)  -0.212
H (-3.51, -14.63, -12.02)  0.133
H (-4.87, -13.80, -11.21)  0.127
H (-6.47, -15.15, -12.45)  0.110
H (-5.27, -16.44, -11.91)  0.141
O (-8.38, -16.60, -10.10)  -0.227
S (-7.46, -16.64, -8.96)  0.718
O (-6.87, -17.88, -8.48)  -0.208
O (-6.26, -15.56, -9.28)  -0.228
C (-5.75, -15.12, -8.03)  -0.176
C (-6.81, -15.29, -6.93)  -0.135
O (-7.93, -15.64, -7.77)  -0.232
H (-4.83, -15.64, -7.77)  0.138
H (-5.73, -14.04, -8.19)  0.132
H (-6.91, -14.38, -6.33)  0.135
H (-6.61, -16.06, -6.19)  0.128
O (-10.12, -20.78, -9.00)  -0.260
S (-11.37, -20.08, -9.42)  0.754
O (-12.62, -20.31, -8.76)  -0.230
O (-11.09, -18.45, -9.54)  -0.202
C (-11.17, -17.99, -10.85)  -0.217
C (-11.89, -19.00, -11.66)  -0.216
O (-11.64, -20.20, -11.06)  -0.187
H (-11.57, -16.98, -10.93)  0.120
H (-10.12, -17.99, -11.13)  0.114
H (-11.36, -19.13, -12.61)  0.136
H (-12.95, -18.86, -11.85)  0.141
C (-6.87, -18.77, -15.40)  -0.139
C (-6.40, -20.10, -16.18)  -0.114
C (-7.81, -20.78, -16.30)  -0.193
O (-8.85, -19.80, -16.13)  -0.174
C (-8.42, -18.77, -15.21)  -0.170
H (-6.49, -17.90, -15.94)  0.093
H (-6.33, -18.71, -14.46)  0.090
H (-5.66, -20.69, -15.65)  0.099
H (-6.08, -19.89, -17.20)  0.094
H (-8.00, -21.50, -15.51)  0.111
H (-7.92, -21.27, -17.27)  0.111
H (-8.70, -18.99, -14.18)  0.109
H (-8.81, -17.77, -15.43)  0.098
C (-10.93, -14.69, -15.09)  -0.155
C (-10.10, -14.19, -13.90)  -0.140
C (-9.79, -15.45, -13.17)  -0.183
O (-10.47, -16.48, -13.88)  -0.165
C (-11.51, -16.01, -14.72)  -0.185
H (-10.25, -14.88, -15.93)  0.121
H (-11.73, -14.00, -15.35)  0.096
H (-10.72, -13.47, -13.37)  0.094
H (-9.17, -13.70, -14.18)  0.094
H (-10.11, -15.38, -12.13)  0.091
H (-8.71, -15.60, -13.22)  0.109
H (-12.42, -15.93, -14.12)  0.120
H (-11.52, -16.71, -15.56)  0.113
C (-5.48, -10.50, -14.96)  -0.205
C (-5.33, -9.30, -15.77)  -0.199
C (-6.46, -9.47, -16.76)  -0.193
O (-7.52, -10.05, -15.99)  -0.139
C (-7.00, -10.58, -14.76)  -0.184
H (-4.98, -10.23, -14.03)  0.120
H (-5.16, -11.40, -15.48)  0.104
H (-4.35, -9.34, -16.25)  0.122
H (-5.45, -8.36, -15.22)  0.124
H (-6.30, -10.28, -17.47)  0.123
H (-6.74, -8.53, -17.22)  0.119
H (-7.36, -11.58, -14.53)  0.091
H (-7.26, -9.92, -13.93)  0.114


This record from the OMol25 dataset describes 12 unconnected molecules or ions with the total composition C24H48O48S12 at a distorted geometry. The level of theory is ωB97M-V/def2-TZVPD.

Properties
* structure (SMILES): O=S1(=O)OCCO1.O=S1(=O)OCCO1.O=S1(=O)OCCO1.O=S1(=O)OCCO1.O=S1(=O)OCCO1.O=S1(=O)OCCO1.O=S1(=O)OCCO1.O=S1(=O)OCCO1.O=S1(=O)OCCO1.O=S1(=O)OCCO1.O=S1(=O)OCCO1.O=S1(=O)OCCO1
* E_LUMO: -0.24 eV
* E_HOMO: -10.976 eV
* gap between HOMO and LUMO: 10.7 eV

Each line ends with the Löwdin charge.
Atoms and positions in Å:
O (-8.89, 3.12, 5.08)  -0.277
S (-7.92, 2.01, 4.92)  0.775
O (-6.67, 2.13, 5.68)  -0.243
O (-8.78, 0.61, 5.04)  -0.231
C (-9.23, 0.12, 3.75)  -0.134
C (-8.60, 0.92, 2.55)  -0.141
O (-7.60, 1.69, 3.25)  -0.252
H (-8.92, -0.92, 3.77)  0.132
H (-10.27, 0.45, 3.65)  0.126
H (-9.27, 1.62, 2.06)  0.120
H (-8.01, 0.39, 1.79)  0.127
O (4.59, 5.38, -3.39)  -0.245
S (4.65, 6.77, -2.91)  0.753
O (5.97, 7.42, -2.81)  -0.259
O (3.67, 7.79, -3.77)  -0.216
C (3.33, 8.93, -2.86)  -0.114
C (3.08, 8.18, -1.53)  -0.222
O (3.65, 6.90, -1.56)  -0.205
H (4.10, 9.68, -2.70)  0.126
H (2.34, 9.33, -3.08)  0.128
H (2.02, 8.06, -1.32)  0.127
H (3.53, 8.66, -0.66)  0.128
O (7.70, -6.27, 6.96)  -0.234
S (6.41, -6.88, 6.69)  0.747
O (5.30, -6.76, 7.65)  -0.248
O (5.90, -6.25, 5.26)  -0.214
C (6.53, -6.91, 4.20)  -0.199
C (6.58, -8.41, 4.61)  -0.165
O (6.44, -8.39, 6.01)  -0.205
H (5.93, -6.60, 3.35)  0.134
H (7.50, -6.45, 4.01)  0.124
H (7.50, -8.80, 4.17)  0.129
H (5.69, -8.98, 4.30)  0.132
O (-0.16, -2.87, -11.75)  -0.267
S (1.06, -3.46, -11.14)  0.832
O (1.91, -4.36, -11.92)  -0.227
O (2.01, -2.23, -10.37)  -0.207
C (1.42, -1.76, -9.20)  -0.212
C (0.47, -2.86, -8.75)  -0.230
O (0.66, -3.93, -9.59)  -0.210
H (2.16, -1.70, -8.40)  0.129
H (0.97, -0.78, -9.38)  0.132
H (-0.55, -2.55, -8.51)  0.132
H (0.81, -3.31, -7.82)  0.129
O (7.34, 6.66, 7.63)  -0.274
S (6.31, 5.74, 8.20)  0.748
O (6.01, 5.89, 9.61)  -0.239
O (4.86, 5.89, 7.33)  -0.178
C (4.58, 4.65, 6.70)  -0.180
C (5.84, 3.78, 6.79)  -0.228
O (6.63, 4.24, 7.78)  -0.182
H (3.66, 4.19, 7.05)  0.130
H (4.47, 4.84, 5.63)  0.127
H (6.42, 3.92, 5.87)  0.131
H (5.88, 2.71, 6.98)  0.146
O (12.68, -0.19, -4.45)  -0.263
S (12.23, -1.52, -4.91)  0.751
O (12.88, -2.27, -5.94)  -0.222
O (12.01, -2.50, -3.56)  -0.203
C (10.73, -2.44, -3.08)  -0.195
C (9.79, -1.59, -4.11)  -0.139
O (10.61, -1.37, -5.24)  -0.226
H (10.38, -3.46, -3.21)  0.117
H (10.74, -2.21, -2.02)  0.129
H (9.51, -0.64, -3.68)  0.122
H (9.00, -2.12, -4.63)  0.129
O (-6.64, 6.64, -1.09)  -0.264
S (-6.76, 7.91, -0.34)  0.790
O (-5.51, 8.70, -0.28)  -0.268
O (-7.97, 8.90, -0.88)  -0.197
C (-8.72, 9.44, 0.18)  -0.177
C (-8.73, 8.32, 1.22)  -0.226
O (-7.48, 7.72, 1.20)  -0.194
H (-8.25, 10.28, 0.69)  0.131
H (-9.71, 9.80, -0.11)  0.139
H (-9.48, 7.53, 1.21)  0.133
H (-8.72, 8.73, 2.23)  0.134
O (-2.09, -13.36, 2.39)  -0.240
S (-1.17, -12.40, 1.84)  0.710
O (-0.57, -12.64, 0.54)  -0.231
O (-1.82, -10.93, 1.98)  -0.216
C (-1.29, -10.16, 3.07)  -0.136
C (-0.55, -11.13, 3.96)  -0.224
O (-0.10, -12.15, 3.11)  -0.200
H (-0.58, -9.44, 2.67)  0.133
H (-2.24, -9.77, 3.43)  0.140
H (-1.08, -11.62, 4.77)  0.130
H (0.28, -10.69, 4.51)  0.133
O (-3.13, 6.40, -9.79)  -0.268
S (-3.04, 7.21, -8.55)  0.794
O (-2.04, 6.90, -7.48)  -0.260
O (-2.99, 8.81, -9.02)  -0.208
C (-4.25, 9.30, -9.25)  -0.215
C (-5.20, 8.60, -8.25)  -0.153
O (-4.56, 7.36, -7.88)  -0.210
H (-4.27, 10.36, -9.00)  0.138
H (-4.51, 9.01, -10.27)  0.132
H (-6.16, 8.51, -8.75)  0.125
H (-5.42, 9.13, -7.32)  0.126
O (-5.74, -1.97, -3.69)  -0.243
S (-5.93, -3.42, -3.68)  0.723
O (-6.90, -4.11, -4.50)  -0.227
O (-4.59, -4.31, -3.76)  -0.194
C (-4.09, -4.72, -2.50)  -0.177
C (-4.93, -4.12, -1.40)  -0.200
O (-6.13, -3.87, -2.09)  -0.223
H (-4.43, -5.76, -2.45)  0.132
H (-3.03, -4.64, -2.26)  0.138
H (-4.49, -3.20, -1.03)  0.129
H (-5.31, -4.82, -0.66)  0.142
O (-2.21, -3.58, 6.22)  -0.243
S (-1.60, -3.04, 7.41)  0.764
O (-0.73, -1.84, 7.19)  -0.272
O (-2.67, -2.89, 8.65)  -0.205
C (-2.38, -3.61, 9.79)  -0.177
C (-1.49, -4.76, 9.30)  -0.196
O (-0.73, -4.21, 8.25)  -0.211
H (-1.86, -2.88, 10.41)  0.138
H (-3.27, -4.06, 10.24)  0.138
H (-1.96, -5.59, 8.79)  0.128
H (-0.85, -5.27, 10.02)  0.136
O (3.40, -0.16, 0.12)  -0.237
S (1.97, -0.35, -0.18)  0.782
O (1.25, -1.55, 0.32)  -0.263
O (1.14, 1.04, 0.29)  -0.201
C (0.04, 1.31, -0.52)  -0.177
C (0.28, 0.39, -1.81)  -0.195
O (1.62, 0.06, -1.73)  -0.210
H (-0.93, 0.95, -0.16)  0.118
H (-0.16, 2.34, -0.80)  0.128
H (0.25, 0.92, -2.76)  0.134
H (-0.37, -0.48, -1.85)  0.121


Number 1: energy -74805.429 eV. Number 2: energy -100480.706 eV. Number 3: energy -145948.373 eV. Number 4: energy -253946.836 eV.